[1]
Below is 3 unconnected molecules or ions with the total composition C36H35N4O5, with properties calculated with ωB97M-V/def2-TZVPD.

## Properties
charge: -1
LUMO: 0.0158 Ha
total energy: -54097.7513 eV

CARTESIAN COORDINATES (ANGSTROEM)
1 C 2.3601 -0.5831 -0.9569
2 C 2.1872 0.7640 -0.2537
3 O 0.9732 1.3910 -0.5678
4 C 1.1118 2.5485 -1.4373
5 N 1.2701 1.9801 -2.7838
6 C -0.2204 3.2803 -1.3145
7 C -0.8730 3.2604 0.0663
8 C -2.2082 4.0323 0.0790
9 C -3.4825 3.2890 0.5389
10 N -3.3372 1.8375 0.5853
11 C -4.4276 1.0491 0.8512
12 N -5.3811 1.2887 1.6758
13 N -4.4006 -0.1751 0.1364
14 H 1.9234 -1.4138 -0.3966
15 H 1.8709 -0.5326 -1.9302
16 H 3.4208 -0.8053 -1.1140
17 H 3.0066 1.4415 -0.5186
18 H 2.2142 0.6200 0.8365
19 H 1.2973 2.7665 -3.4291
20 H 0.4048 1.4678 -3.0588
21 H -0.0800 4.3330 -1.5921
22 H -0.9604 2.8762 -2.0573
23 H -0.9908 2.2312 0.3928
24 H -0.1812 3.7056 0.7872
25 H -2.1045 4.9212 0.7070
26 H -2.3984 4.4073 -0.9304
27 H -4.3119 3.5414 -0.1341
28 H -3.7805 3.6282 1.5343
29 H -2.7840 1.4476 -0.1666
30 H -5.1931 2.1502 2.1831
31 H -5.0289 -0.8134 0.6099
32 H -4.7274 -0.0369 -0.8125
33 C -6.8034 -1.7516 2.3569
34 C -5.9210 -1.7439 3.4335
35 C -5.4698 -2.9394 3.9669
36 C -5.8990 -4.1494 3.4322
37 C -6.7858 -4.1573 2.3535
38 C -7.2321 -2.9535 1.8187
39 C -7.2742 -5.4322 1.7601
40 O -8.0383 -5.4469 0.8185
41 C -6.7892 -6.7060 2.3739
42 C -7.2452 -7.9148 1.8594
43 C -6.8068 -9.1082 2.4058
44 C -5.9084 -9.1013 3.4679
45 C -5.4525 -7.9010 3.9842
46 C -5.8924 -6.6990 3.4407
47 C -5.3905 -5.4173 4.0253
48 O -4.6053 -5.4211 4.9486
49 H -7.1320 -0.8063 1.9435
50 H -5.5855 -0.7967 3.8338
51 H -4.7780 -2.9611 4.7982
52 H -7.9133 -2.9850 0.9788
53 H -7.9400 -7.8907 1.0307
54 H -7.1625 -10.0485 2.0044
55 H -5.5637 -10.0361 3.8910
56 H -4.7530 -7.8660 4.8084
57 C 11.2562 3.0067 -0.9868
58 C 10.7174 1.9338 -0.2830
59 C 9.4131 1.5353 -0.5165
60 C 8.6359 2.2098 -1.4521
61 C 9.1731 3.2873 -2.1523
62 C 10.4869 3.6808 -1.9184
63 C 8.3593 4.0412 -3.1565
64 O 8.8484 4.9654 -3.7757
65 C 6.9521 3.6141 -3.3519
66 C 6.1584 4.3210 -4.2472
67 C 4.8409 3.9440 -4.4528
68 C 4.3040 2.8609 -3.7697
69 C 5.0892 2.1539 -2.8704
70 C 6.4118 2.5214 -2.6601
71 C 7.2301 1.7462 -1.6911
72 O 6.8013 0.7722 -1.1118
73 H 12.2778 3.3155 -0.8044
74 H 11.3190 1.4097 0.4488
75 H 8.9679 0.7034 0.0126
76 H 10.8778 4.5192 -2.4792
77 H 6.5952 5.1634 -4.7667
78 H 4.2231 4.5035 -5.1441
79 H 3.2739 2.5553 -3.8901
80 H 4.6697 1.3236 -2.3185


[2]
Below is a molecular structure, C30H32F18N8O12S6 at a distorted geometry, with properties calculated with ωB97M-V/def2-TZVPD.

## Properties
charge: +2
LUMO: -0.2658 Ha
total energy: -182014.3217 eV
energy relative to the best compared isomer or geometry (same formula, charge and spin): 730.3 kJ/mol

CARTESIAN COORDINATES (ANGSTROEM)
1 N 0.6790 -0.6708 -1.1752
2 H 1.4054 -0.0698 -0.8131
3 H 0.9169 -1.6248 -0.9438
4 H 0.5203 -0.6706 -2.1727
5 H -0.0513 -0.2825 -0.5956
6 C 0.8680 6.5587 -3.6944
7 N 2.1977 7.1499 -4.1561
8 C 2.6861 8.3547 -3.7640
9 C 3.8939 8.8248 -4.3047
10 C 4.5487 8.0232 -5.3111
11 C 4.0416 6.8096 -5.6374
12 C 2.8397 6.4104 -5.0744
13 C 5.7202 8.6025 -6.0508
14 C 6.0405 8.3214 -7.4304
15 C 7.1991 8.8273 -8.0513
16 N 7.9544 9.6716 -7.3572
17 C 7.7489 9.9763 -6.0603
18 C 6.6347 9.4956 -5.3909
19 C 9.1374 10.1700 -8.0608
20 H 1.0418 5.8308 -2.9019
21 H 0.4574 5.9935 -4.5310
22 H 0.3349 7.4804 -3.4613
23 H 2.1316 8.8588 -2.9863
24 H 4.3470 9.7382 -3.9486
25 H 4.4256 6.2243 -6.4598
26 H 2.2736 5.5781 -5.4659
27 H 5.3908 7.7090 -8.0381
28 H 7.3535 8.5160 -9.0739
29 H 8.4926 10.6366 -5.6393
30 H 6.5594 9.9702 -4.4237
31 H 9.7023 9.4064 -8.5954
32 H 9.8007 10.6971 -7.3750
33 H 8.8077 10.9043 -8.7958
34 C -8.8195 -9.1368 11.1623
35 N -8.4629 -8.0978 10.1416
36 C -8.3060 -8.4685 8.8153
37 C -8.0267 -7.4702 7.9010
38 C -7.8207 -6.1489 8.1531
39 C -7.8759 -5.8245 9.5372
40 C -8.1810 -6.7667 10.5552
41 C -7.4826 -5.0754 7.1005
42 C -6.2988 -4.4615 7.1342
43 C -6.0422 -3.4861 6.2452
44 N -6.8942 -3.1758 5.2475
45 C -8.1660 -3.8251 5.1457
46 C -8.4611 -4.8431 6.1241
47 C -6.5534 -1.9994 4.2866
48 H -7.9300 -9.0613 11.7879
49 H -8.8896 -10.0837 10.6271
50 H -9.7482 -8.8848 11.6743
51 H -8.6332 -9.4809 8.6299
52 H -7.9954 -7.7746 6.8653
53 H -7.7832 -4.8397 9.9708
54 H -8.0341 -6.6208 11.6152
55 H -5.4570 -4.7830 7.7296
56 H -5.1944 -2.8192 6.2991
57 H -8.9011 -3.4440 4.4523
58 H -9.2709 -5.5448 5.9896
59 H -5.5575 -2.2692 3.9352
60 H -6.6598 -1.0256 4.7646
61 H -7.1709 -2.2518 3.4246
62 C 5.3433 1.3949 -0.8868
63 F 4.2015 0.9712 -1.5485
64 F 6.1001 0.3513 -0.4657
65 F 6.1312 2.1649 -1.6246
66 S 4.8832 2.4547 0.6612
67 O 5.7163 1.8655 1.7330
68 O 5.4132 3.7808 0.3652
69 N 3.1886 2.1482 0.8317
70 S 2.8999 3.0826 1.9902
71 O 3.8100 2.9395 3.1097
72 O 2.6873 4.5398 1.5035
73 C 1.2229 2.4546 2.5770
74 F 1.1304 1.1819 2.5676
75 F 0.8932 3.0099 3.7700
76 F 0.3428 2.9839 1.8038
77 C 1.6197 -5.3204 3.3829
78 F 1.5411 -6.4352 4.0046
79 F 0.9603 -4.2968 4.0063
80 F 2.9577 -4.9706 3.2777
81 S 1.0538 -5.5980 1.5295
82 O 0.6955 -7.0056 1.3744
83 O -0.0956 -4.6464 1.2087
84 N 2.3355 -5.0401 0.4911
85 S 3.1656 -6.4174 0.2900
86 O 3.3498 -7.1839 1.5162
87 O 2.6810 -7.2723 -0.8336
88 C 4.9738 -5.7450 -0.1860
89 F 5.0313 -4.9569 -1.2815
90 F 5.4424 -5.0927 0.9137
91 F 5.8306 -6.7359 -0.4918
92 C -0.5099 -3.2722 -6.1992
93 F 0.5971 -3.8799 -5.9295
94 F -1.1852 -3.7877 -7.2527
95 F -1.3175 -3.3993 -5.2330
96 S -0.2298 -1.3999 -6.4549
97 O 1.2224 -1.2234 -6.3690
98 O -0.7358 -1.1839 -7.8401
99 N -1.1315 -0.6403 -5.1090
100 S -2.6006 -0.5085 -5.5656
101 O -2.9960 0.7821 -6.0935
102 O -3.0756 -1.6231 -6.3886
103 C -3.5754 -0.5011 -3.9550
104 F -3.3418 0.4630 -3.1563
105 F -4.8524 -0.5170 -4.1700
106 F -3.2580 -1.6738 -3.4477


[3]
Below is a molecular structure, C5H8O2 at a distorted geometry, with properties calculated with ωB97M-V/def2-TZVPD.

## Properties
charge: 0
LUMO (spin up / spin down): 0.0199 / 0.0199 Ha
total energy: -9404.7271 eV
energy relative to the best compared isomer or geometry (same formula, charge and spin): 492.6 kJ/mol

CARTESIAN COORDINATES (ANGSTROEM)
1 O 0.2442 -0.2931 2.0677
2 C 1.1268 -0.3701 0.9907
3 C 0.5154 0.1940 -0.2781
4 C -0.6440 1.2028 -0.2454
5 C -1.4717 0.6025 -1.3533
6 O -2.3657 1.0405 -2.0106
7 C -0.1356 -1.0424 -0.8400
8 H 0.6676 -0.6863 2.8424
9 H 2.1441 -0.0212 1.2590
10 H 1.0076 -1.5721 0.3061
11 H 1.3161 0.5290 -0.9502
12 H -1.1948 1.1012 0.7005
13 H -0.3927 2.2568 -0.3949
14 H -0.9785 -1.4651 -0.3108
15 H 0.1612 -1.4762 -1.7831


[4]
Below is a molecular structure, C15H31FOsP2 at a distorted geometry, with properties calculated with ωB97M-V/def2-TZVPD.

## Properties
2S+1: 5
charge: +2
LUMO (spin up / spin down): -0.2666 / -0.3482 Ha
total energy: -39794.0307 eV
energy relative to the best compared isomer or geometry (same formula, charge and spin): 349.6 kJ/mol
<S²>: 6.03

CARTESIAN COORDINATES (ANGSTROEM)
1 P -2.0623 1.7935 -0.8541
2 P -1.4957 -2.0397 -0.6929
3 C -3.1868 0.0058 -1.6353
4 C -3.1711 -1.3764 -1.0741
5 H -3.2344 0.0951 -2.7386
6 H -3.9229 0.6393 -1.1161
7 H -3.8117 -1.3974 -0.1799
8 H -3.5314 -2.0886 -1.8207
9 C -1.1048 -2.4337 -2.4458
10 H -0.3681 -3.2305 -2.2837
11 H -0.4710 -1.6641 -2.9883
12 H -1.8906 -2.7922 -3.1156
13 C -1.6333 -3.3354 0.5109
14 H -2.3137 -4.1280 0.1697
15 H -1.9966 -2.9491 1.4760
16 H -0.6317 -3.7522 0.6857
17 C -1.9629 3.0559 -2.1530
18 H -1.6640 4.0010 -1.6694
19 H -2.9224 3.1633 -2.6988
20 H -1.1723 2.6970 -2.8441
21 C -3.0042 2.1747 0.6752
22 H -2.8747 1.3252 1.3699
23 H -4.0745 2.3129 0.4522
24 H -2.5645 3.0949 1.1021
25 Os -1.2041 -0.1076 -1.8407
26 C -5.3661 -2.2423 -2.8604
27 C -4.4898 -2.1635 -3.8776
28 C -4.8606 -1.5260 -5.1882
29 C -5.5264 -0.1643 -5.0863
30 C -5.0507 0.6948 -3.9273
31 C -5.6922 0.7437 -2.7466
32 C -6.8396 -0.1691 -2.3778
33 C -6.7451 -1.6264 -2.8310
34 C -0.1828 0.7888 -0.1637
35 H -5.1983 -2.9221 -2.0100
36 H -3.5597 -2.7523 -3.8694
37 H -5.5512 -2.1963 -5.7243
38 H -3.9492 -1.4612 -5.7918
39 H -5.3302 0.3784 -6.0117
40 H -6.6229 -0.2980 -5.0090
41 H -4.2612 1.4084 -4.1708
42 H -5.5242 1.5808 -2.0353
43 H -7.7882 0.2343 -2.7642
44 H -6.9317 -0.1356 -1.2764
45 H -7.3317 -2.2183 -2.1105
46 H -7.2185 -1.7497 -3.8193
47 H -0.2182 -0.0681 0.5417
48 H -0.4141 1.7261 0.3907
49 H 0.8138 0.8768 -0.6307
50 F 0.7272 -0.6524 -1.8599